# 1
{"formula": "C12H11BaF16N3O4S2Sb", "method": "ωB97M-V/def2-TZVPD", "spin_multiplicity": 2, "largest_force_ev_per_a": 5.18, "s_squared": 0.789, "lumo_energy_ev": [-0.840, -2.507], "e_homo_ev": [-9.00, -9.20], "gap_ev": [8.16, 6.69], "elements": ["Ba", "C", "N", "C", "C", "C", "N", "C", "C", "F", "C", "F", "C", "C", "F", "C", "F", "H", "H", "H", "H", "H", "H", "H", "H", "H", "H", "H", "F", "C", "F", "F", "S", "O", "O", "N", "S", "O", "O", "C", "F", "F", "F", "F", "Sb", "F", "F", "F", "F", "F"], "xyz": [[0.031, -0.029, -0.972], [-3.152, 2.897, 1.004], [-1.914, 2.865, 1.747], [-0.749, 3.068, 0.934], [-1.812, 1.854, 2.776], [-2.307, 0.413, 2.453], [-1.370, -0.512, 1.843], [-0.677, -1.334, 2.648], [-0.227, -2.552, 2.080], [-0.598, -2.826, 0.835], [0.511, -3.473, 2.786], [0.881, -4.603, 2.196], [0.856, -3.230, 4.101], [0.418, -2.057, 4.697], [0.746, -1.804, 5.967], [-0.344, -1.140, 4.016], [-0.704, -0.017, 4.648], [-3.998, 2.787, 1.684], [-3.230, 2.109, 0.236], [-3.250, 3.857, 0.497], [0.133, 3.217, 1.556], [-0.884, 3.949, 0.306], [-0.522, 2.233, 0.247], [-2.413, 2.175, 3.631], [-0.778, 1.819, 3.116], [-3.146, 0.491, 1.760], [-2.699, -0.002, 3.384], [1.458, -3.937, 4.654], [1.857, 3.070, -4.544], [2.541, 1.951, -4.389], [2.431, 1.191, -5.464], [3.814, 2.235, -4.168], [1.898, 1.025, -2.889], [1.128, 1.986, -2.114], [3.042, 0.481, -2.228], [0.938, -0.167, -3.389], [-0.521, 0.293, -3.927], [-0.452, 1.295, -4.936], [-1.486, 0.479, -2.847], [-1.046, -1.304, -4.686], [-1.107, -2.236, -3.738], [-2.254, -1.119, -5.205], [-0.203, -1.673, -5.630], [2.095, -0.148, 0.163], [2.833, -1.928, -0.804], [2.460, -2.336, 1.015], [0.951, -2.291, -1.154], [3.177, -3.772, -0.877], [3.119, -1.954, -2.651], [4.524, -1.296, -0.370]], "mulliken_spin": [-0.003, 0.001, 0.009, 0.003, 0.069, -0.053, 0.621, 0.015, 0.108, 0.009, -0.075, -0.006, 0.210, -0.078, -0.006, 0.139, 0.010, -0.001, 0.001, 0.000, -0.001, 0.001, 0.003, 0.004, -0.010, 0.013, 0.000, 0.012, 0.000, 0.000, 0.000, 0.000, 0.000, 0.000, 0.000, 0.000, 0.000, 0.000, 0.000, 0.000, 0.000, 0.000, 0.000, 0.002, -0.001, 0.002, 0.001, 0.000, 0.000, 0.000]}

---

# 2
{"formula": "C5H15NO2", "method": "ωB97M-V/def2-TZVPD", "spin_multiplicity": 2, "charge": 1, "largest_force_ev_per_a": 3.49, "s_squared": 0.753, "lumo_energy_ev": [-6.784, -6.801], "e_homo_ev": [-13.84, -13.81], "gap_ev": [7.06, 7.01], "elements": ["C", "C", "C", "C", "C", "N", "H", "H", "H", "H", "H", "H", "H", "H", "H", "H", "H", "H", "H", "O", "H", "H", "O"], "xyz": [[-0.751, 1.714, -0.429], [0.756, 1.323, -0.305], [1.046, 0.395, -1.415], [0.760, -0.971, -1.368], [1.564, -1.882, -1.973], [1.001, 0.835, 1.062], [-1.280, 0.818, -0.141], [-0.934, 2.468, 0.313], [-1.144, 2.033, -1.381], [1.451, 2.152, -0.441], [1.929, 0.615, -2.015], [-3.242, 0.475, -1.773], [0.029, -1.303, -0.626], [1.293, -2.923, -1.878], [2.515, -1.604, -2.415], [1.195, -0.163, 1.031], [0.173, 0.859, 1.647], [-1.283, -0.975, 1.790], [-1.288, -2.546, 1.787], [-1.192, -1.763, 1.235], [-3.085, 0.868, -2.378], [-1.913, 0.401, 3.438], [-1.599, 0.427, 2.509]], "mulliken_spin": [0.002, -0.004, 0.001, 0.000, -0.001, 0.016, -0.001, 0.000, 0.000, 0.001, 0.000, 0.000, 0.000, 0.000, 0.000, -0.001, -0.013, 0.002, 0.000, 0.009, 0.000, -0.024, 1.013]}

---

# 3
{"formula": "C2H3N3O3", "method": "ωB97M-V/def2-TZVPD", "spin_multiplicity": 1, "largest_force_ev_per_a": 9.34, "lumo_energy_ev": -0.627, "e_homo_ev": -8.74, "gap_ev": 8.11, "elements": ["C", "C", "H", "H", "H", "N", "N", "N", "O", "O", "O"], "xyz": [[0.129, -0.451, -0.938], [0.557, 1.048, 0.570], [-0.975, -1.568, -2.536], [-1.425, -0.719, 2.605], [0.953, 1.735, -1.407], [-0.353, -1.102, 0.010], [-0.368, 0.031, 0.979], [1.028, 0.517, -0.585], [0.075, -0.964, -2.214], [-0.388, -0.451, 2.194], [0.766, 1.922, 1.322]], "nbo_charge": [0.606, 0.704, 0.533, 0.468, 0.398, -0.332, -0.067, -0.559, -0.688, -0.514, -0.547]}

---

# 4
{"formula": "C33H65Li5O15P", "method": "ωB97M-V/def2-TZVPD", "spin_multiplicity": 1, "charge": 1, "largest_force_ev_per_a": 18.80, "lumo_energy_ev": -2.844, "e_homo_ev": -11.12, "gap_ev": 8.28, "elements": ["Li", "Li", "Li", "Li", "Li", "P", "O", "O", "O", "O", "O", "C", "O", "O", "H", "C", "C", "C", "O", "C", "H", "H", "H", "H", "H", "H", "H", "H", "C", "C", "C", "O", "C", "H", "H", "H", "H", "H", "H", "H", "H", "C", "C", "C", "O", "C", "H", "H", "H", "H", "H", "H", "H", "H", "C", "C", "C", "O", "C", "H", "H", "H", "H", "H", "H", "H", "H", "C", "C", "C", "O", "C", "H", "H", "H", "H", "H", "H", "H", "H", "C", "C", "C", "O", "C", "H", "H", "H", "H", "H", "H", "H", "H", "C", "C", "C", "O", "C", "H", "H", "H", "H", "H", "H", "H", "H", "C", "C", "C", "O", "C", "H", "H", "H", "H", "H", "H", "H", "H"], "xyz": [[-2.035, -0.503, 0.652], [0.553, 0.580, -1.800], [-1.600, -0.828, -1.977], [-1.449, 1.618, -0.957], [-0.462, -1.810, -0.281], [-0.543, 0.076, -0.398], [-0.489, -0.723, 0.891], [0.077, 1.487, -0.627], [-2.021, 0.168, -0.800], [-0.049, -0.875, -1.508], [-3.481, -3.169, -0.619], [-2.295, -2.537, -0.462], [-1.627, -2.166, -1.436], [-1.854, -2.179, 0.640], [-3.764, -3.276, 0.292], [-0.561, -3.014, -4.470], [-0.834, -1.794, -5.373], [-0.996, -0.619, -4.382], [-0.981, -1.191, -3.073], [-0.267, -2.418, -3.094], [0.215, -3.705, -4.800], [-1.496, -3.545, -4.296], [-1.689, -1.933, -6.034], [-0.003, -1.572, -6.043], [-1.845, 0.032, -4.593], [-0.129, 0.039, -4.430], [-0.458, -3.082, -2.252], [0.791, -2.159, -3.037], [-2.041, -1.233, 4.023], [-2.875, 0.035, 4.038], [-2.390, 0.845, 2.884], [-2.014, -0.147, 1.915], [-1.380, -1.161, 2.640], [-2.664, -2.127, 4.043], [-1.344, -1.337, 4.854], [-2.896, 0.507, 5.021], [-3.911, -0.244, 3.846], [-1.592, 1.555, 3.102], [-3.228, 1.430, 2.505], [-0.345, -0.841, 2.762], [-1.298, -2.126, 2.141], [2.042, -2.577, -1.083], [1.540, -3.949, -1.179], [0.420, -3.982, -0.174], [0.391, -2.677, 0.384], [1.683, -2.146, 0.296], [1.623, -1.921, -1.847], [3.119, -2.446, -1.184], [2.371, -4.624, -0.974], [1.210, -4.107, -2.205], [0.456, -4.741, 0.607], [-0.542, -4.118, -0.667], [2.351, -2.567, 1.047], [1.695, -1.059, 0.363], [2.925, 0.210, 2.303], [1.435, -0.103, 2.461], [1.506, -1.515, 3.089], [2.726, -2.052, 2.582], [3.508, -1.122, 1.861], [3.362, 0.416, 3.280], [3.031, 1.078, 1.653], [0.947, -0.211, 1.492], [0.846, 0.573, 3.081], [0.601, -2.015, 2.746], [1.536, -1.532, 4.179], [3.452, -1.241, 0.778], [4.576, -1.249, 2.042], [4.047, 0.600, -1.917], [3.714, 0.879, -0.453], [2.214, 0.878, -0.332], [1.775, 0.624, -1.663], [2.783, -0.159, -2.358], [4.991, 0.065, -2.021], [4.075, 1.484, -2.553], [4.177, 1.779, -0.048], [4.045, 0.137, 0.274], [1.896, 1.889, -0.079], [1.821, 0.173, 0.400], [2.645, -0.148, -3.439], [2.821, -1.168, -1.948], [1.405, 2.372, 2.021], [1.368, 3.839, 2.174], [0.244, 4.071, 3.228], [-0.687, 2.964, 3.044], [-0.136, 2.021, 2.088], [1.970, 1.936, 2.845], [1.860, 2.097, 1.070], [1.231, 4.321, 1.206], [2.316, 4.262, 2.505], [-0.186, 5.046, 2.998], [0.608, 3.995, 4.253], [-0.574, 2.001, 1.090], [-0.396, 1.059, 2.531], [-5.456, 0.028, -0.285], [-5.573, -0.971, 0.843], [-4.250, -0.857, 1.590], [-3.384, -0.136, 0.772], [-3.939, 0.047, -0.514], [-5.864, 0.974, 0.069], [-6.032, -0.207, -1.180], [-5.635, -1.985, 0.449], [-6.491, -0.883, 1.423], [-3.759, -1.828, 1.668], [-4.348, -0.390, 2.569], [-3.614, -0.778, -1.148], [-3.592, 0.924, -1.061], [1.850, 3.077, -2.145], [1.811, 4.405, -2.831], [1.738, 5.403, -1.672], [1.199, 4.631, -0.601], [0.904, 3.301, -0.990], [2.864, 2.940, -1.768], [1.657, 2.241, -2.818], [0.903, 4.345, -3.431], [2.631, 4.666, -3.499], [1.093, 6.216, -2.006], [2.731, 5.687, -1.323], [-0.127, 3.131, -1.299], [1.116, 2.622, -0.165]], "mulliken_charge": [1.613, 0.094, 0.349, 0.699, 0.582, 0.949, 0.229, -0.803, -1.736, 0.378, -0.567, -0.368, -0.920, -0.352, 0.675, -0.975, -0.923, -0.356, 0.553, 0.037, 0.376, 0.436, 0.325, 0.367, 0.536, 0.014, 0.208, 0.774, -1.422, -0.391, -1.589, -0.565, 0.147, 0.336, 0.440, 0.583, 0.271, 0.943, 0.270, -0.891, 0.836, -0.024, -1.364, -0.679, -0.146, -0.353, -1.978, 1.396, 0.194, 0.277, 0.666, 0.354, 1.540, -0.901, -0.814, -0.297, -0.115, -0.658, -0.845, 0.277, 1.281, -0.051, 1.665, -0.031, 0.534, 0.337, 0.658, -1.208, -0.952, -1.219, -0.260, 0.167, 0.571, 0.264, 0.446, 0.495, 1.096, 1.149, 0.541, -0.822, 0.672, -0.688, -0.879, -0.526, 0.830, 0.785, -1.415, -0.051, 0.603, 0.461, 0.322, 0.340, -1.063, -0.630, -1.094, 0.041, 0.409, -0.162, 0.344, 0.421, 0.259, 0.456, 0.017, -0.175, 0.248, -0.020, 0.617, -1.157, -0.579, -0.529, 1.430, -0.021, 0.041, 0.348, 0.422, 0.348, 0.374, -0.156, -1.998]}

---

# 5
{"formula": "C2H7BO3", "method": "ωB97M-V/def2-TZVPD", "spin_multiplicity": 1, "largest_force_ev_per_a": 5.57, "lumo_energy_ev": 0.212, "e_homo_ev": -9.50, "gap_ev": 9.71, "elements": ["B", "C", "C", "O", "O", "O", "H", "H", "H", "H", "H", "H", "H"], "xyz": [[1.264, -0.064, -0.142], [-1.795, -0.175, 0.325], [0.344, 0.652, -1.108], [1.153, -1.428, 0.026], [2.040, 0.759, 0.585], [-0.721, 0.694, 0.547], [-2.644, 0.213, -0.175], [-2.368, -0.334, 1.307], [-1.565, -1.171, -0.220], [0.165, 1.756, -1.285], [-0.354, 0.302, -1.893], [1.639, -1.809, 0.784], [2.844, 0.605, 1.251]], "nbo_charge": [1.041, -0.268, -0.361, -0.887, -0.914, -0.578, 0.154, 0.179, 0.172, 0.234, 0.213, 0.493, 0.522]}

---

# 6
{"formula": "C5H10O2S", "method": "ωB97M-V/def2-TZVPD", "spin_multiplicity": 1, "largest_force_ev_per_a": 3.31, "lumo_energy_ev": [-0.675, -0.679], "e_homo_ev": [-8.99, -8.85], "gap_ev": [8.31, 8.17], "elements": ["C", "C", "C", "C", "C", "O", "O", "S", "H", "H", "H", "H", "H", "H", "H", "H", "H", "H"], "xyz": [[2.039, 2.795, 0.151], [-0.842, -1.585, 0.224], [-0.705, -1.465, -1.296], [-0.227, -0.313, 0.819], [-1.123, 0.873, 0.668], [2.202, -0.958, 0.212], [0.416, -0.578, -1.503], [1.208, -0.064, -0.249], [2.984, 2.805, 0.716], [2.448, 2.982, -0.927], [-1.928, -1.893, 0.410], [-0.308, -2.446, 0.720], [-0.668, -2.323, -1.942], [-1.483, -0.811, -1.718], [0.133, -0.430, 1.841], [-1.084, 1.059, -0.401], [-0.873, 1.728, 1.390], [-2.191, 0.623, 0.884]], "nbo_charge": [-0.247, -0.459, -0.081, -0.464, -0.628, -0.965, -0.726, 1.628, 0.075, 0.087, 0.236, 0.236, 0.211, 0.185, 0.241, 0.214, 0.245, 0.212]}